# C18H12F2LiNO2S

A molecular structure, C18H12F2LiNO2S at a distorted geometry (ωB97M-V with the def2-TZVPD basis set, OMol25).

Structure (XYZ):
```
37
Properties=species:S:1:pos:R:3
F -4.827 0.394 -0.904
C -3.569 0.824 -1.292
F -3.520 0.825 -2.681
S -3.327 2.555 -0.632
N -0.129 0.000 -1.984
C 1.077 0.700 -2.073
O 1.293 1.910 -2.073
C 2.128 -0.343 -2.027
C 1.536 -1.513 -1.589
C 2.273 -2.667 -1.322
C 3.653 -2.580 -1.566
C 4.264 -1.385 -1.968
C 3.491 -0.228 -2.176
C 0.114 -1.147 -1.304
O -0.638 -1.803 -0.518
H -2.748 0.196 -0.978
H 1.776 -3.604 -1.059
H 4.282 -3.455 -1.453
H 5.348 -1.320 -2.116
H 3.897 0.746 -2.479
C -2.983 0.498 2.246
Li 0.781 -2.396 0.541
C -3.480 1.605 1.577
C -2.346 2.307 0.846
C -1.090 1.439 1.272
C -1.552 0.472 2.201
C -0.708 -0.278 3.024
C 0.660 -0.237 2.808
C 1.150 0.676 1.851
C 0.288 1.540 1.144
H -3.608 -0.247 2.721
H -4.539 1.879 1.453
H -2.131 3.354 1.107
H -1.121 -0.933 3.801
H 1.362 -0.845 3.392
H 2.221 0.743 1.683
H 0.723 2.320 0.523
```

As for the orbital gap: 7.2 eV. The total charge is 0. The value obtained for the total energy is -40920.103 eV. As for the molar mass: 351.3 g mol⁻¹.